{"formula": "C21H21F3NO10", "method": "the ωB97M-V functional and the def2-TZVPD basis", "charge": 1, "e_lumo_ha": -0.1588, "homo_lumo_gap_ev": 6.992, "elements": ["O", "C", "C", "C", "N", "C", "C", "C", "C", "C", "C", "C", "C", "C", "H", "H", "H", "H", "H", "H", "H", "H", "H", "H", "H", "H", "C", "C", "O", "C", "O", "O", "F", "H", "H", "H", "C", "C", "O", "C", "O", "O", "F", "H", "H", "H", "C", "C", "O", "C", "O", "O", "F", "H", "H", "H"], "positions_angstrom": [[-4.68269, 2.60453, 1.24116], [-4.20432, 1.96631, 0.07261], [-4.93344, 1.99998, -1.32887], [-4.28695, 1.20659, -2.48401], [-3.03051, 0.45737, -2.35189], [-2.31862, 0.41812, -1.10021], [-0.90172, -0.34629, -0.87854], [0.10042, 0.80886, -0.32275], [0.85971, 0.72506, 1.02622], [1.75718, 1.96304, 1.42374], [1.86651, 3.22534, 0.48324], [1.12702, 3.29071, -0.89052], [0.24083, 2.06740, -1.26831], [-2.87066, 1.17512, 0.16190], [-5.00297, 1.92651, 1.89869], [-5.89878, 2.60632, -1.39036], [-4.80882, 1.22176, -3.51366], [-2.67641, -0.02688, -3.18822], [-1.09662, -1.16455, -0.08960], [-0.45570, -0.74853, -1.84924], [0.75842, -0.20613, 1.68450], [2.33632, 2.00770, 2.42182], [2.49770, 4.14904, 0.76172], [1.18166, 4.16618, -1.61926], [-0.33324, 2.08169, -2.26524], [-2.30110, 1.13190, 1.14666], [-6.73956, -1.05572, 1.02725], [-7.04291, -0.44497, 2.35871], [-8.37229, 0.00228, 2.21534], [-8.94360, -0.84332, 1.30919], [-10.12022, -0.94606, 1.13603], [-8.00292, -1.56296, 0.63022], [-6.24781, 0.63404, 2.59411], [-6.39680, -0.31923, 0.29352], [-5.99927, -1.85486, 1.09418], [-6.97817, -1.14283, 3.19825], [4.53386, -2.62438, 1.08155], [4.25201, -2.02820, 2.42115], [2.92281, -1.55781, 2.29516], [2.33453, -2.38589, 1.38347], [1.14353, -2.47258, 1.21666], [3.25512, -3.10791, 0.69043], [5.06165, -0.96925, 2.66171], [4.87857, -1.88782, 0.35809], [5.25996, -3.43303, 1.13128], [4.31317, -2.73777, 3.25157], [8.19076, -0.76072, -2.58444], [7.05371, 0.07812, -2.09665], [6.14471, -0.87655, -1.58559], [6.91330, -1.92147, -1.16951], [6.52589, -2.79294, -0.44180], [8.17587, -1.85143, -1.67384], [6.45901, 0.73413, -3.12014], [8.03438, -1.13389, -3.60051], [9.14417, -0.23166, -2.54815], [7.32333, 0.78752, -1.30882]], "forces_ev_per_angstrom": [[0.3, -1.8, -2.4], [2.0, -2.1, -1.4], [3.5, -2.1, 0.5], [-0.5, 1.5, 2.7], [-1.7, 2.1, 3.3], [-1.3, 1.4, 1.6], [-0.3, 1.6, 0.4], [1.7, 2.4, 0.4], [0.2, 3.4, -2.5], [-1.7, 0.6, -3.1], [-1.8, -2.4, -1.2], [-0.9, -4.0, 2.4], [1.8, 0.1, 2.9], [-2.4, 0.1, -3.5], [0.5, 0.7, -0.9], [1.6, -1.1, -0.3], [1.2, -0.2, 1.9], [-0.1, 0.3, 0.7], [0.5, 1.2, -1.4], [-0.9, 0.3, 1.3], [0.2, 1.7, -1.1], [-1.1, -0.3, -1.9], [-1.1, -1.9, -0.2], [0.1, -1.3, 1.4], [1.0, -0.1, 1.7], [-0.7, 0.0, -1.7], [0.6, -0.6, -0.5], [-0.3, 0.2, 0.2], [0.5, -0.6, -0.1], [-2.2, -0.3, -0.6], [1.4, 0.2, 0.1], [-0.1, 0.4, 0.4], [0.3, 0.3, 0.3], [0.0, 0.1, 0.2], [-0.2, -0.1, -0.1], [0.2, 0.2, 0.1], [0.4, -0.3, 0.1], [0.4, 0.4, 0.3], [-0.4, -0.8, -0.3], [-1.1, -0.4, -0.6], [1.2, 0.3, 0.2], [-1.0, 0.5, 0.6], [0.0, 0.1, 0.2], [-0.3, 0.1, 0.4], [-0.4, 0.0, 0.0], [0.0, 0.2, 0.1], [1.0, 0.1, -0.5], [-0.4, 0.5, -0.5], [0.6, -0.3, 0.4], [0.1, -1.4, 0.6], [1.2, 0.8, -1.5], [-0.8, 0.0, 0.4], [-0.1, 0.1, 0.1], [-0.2, 0.2, 0.1], [-0.1, -0.2, 0.1], [-0.1, 0.1, -0.1]]}

=====

{"formula": "C18H27ClN2O3", "method": "the ωB97M-V functional and the def2-TZVPD basis", "charge": 0, "e_lumo_ha": 0.0267, "e_above_lowest_ev": 1.210, "homo_lumo_gap_ev": 9.910, "smiles": "CCCCC(O)(CCCC)C(=O)NN(C(=O)CCl)c1ccccc1", "elements": ["C", "H", "C", "C", "C", "H", "C", "C", "O", "N", "N", "C", "O", "C", "H", "H", "Cl", "C", "C", "C", "C", "C", "C", "H", "H", "H", "H", "H", "H", "C", "C", "C", "C", "H", "H", "H", "H", "H", "H", "H", "H", "H", "O", "H", "H", "H", "H", "H", "H", "H", "H"], "positions_angstrom": [[-2.93428, 2.64767, 1.08674], [-2.57449, 1.86178, 1.74687], [-1.83416, 3.65366, 0.76732], [-0.64315, 3.01844, 0.04512], [0.24025, 2.20954, 0.99354], [-0.38246, 1.66235, 1.70503], [1.16678, 1.16351, 0.32503], [0.28115, 0.10868, -0.33814], [-0.37380, 0.31571, -1.33496], [0.21635, -1.05539, 0.35886], [-0.40340, -2.16966, -0.20457], [0.21196, -2.70945, -1.29812], [1.32584, -2.37094, -1.62552], [-0.58002, -3.75115, -2.06659], [-0.29237, -3.70188, -3.11663], [-1.65568, -3.63901, -1.94459], [-0.12360, -5.37148, -1.47997], [-1.71817, -2.43550, 0.26463], [-2.64979, -1.40405, 0.29542], [-3.91839, -1.64133, 0.79166], [-4.26119, -2.90092, 1.25526], [-3.32870, -3.92450, 1.22920], [-2.05254, -3.69555, 0.74525], [-1.32086, -4.48771, 0.73756], [-3.59036, -4.90531, 1.59640], [-5.25329, -3.08392, 1.63944], [-4.64177, -0.84018, 0.81185], [-2.37769, -0.43170, -0.08313], [0.93066, -1.22171, 1.05864], [2.06843, 1.79387, -0.74560], [2.97589, 0.79592, -1.47526], [4.17341, 0.27142, -0.68023], [5.18841, 1.35380, -0.32730], [6.05475, 0.91287, 0.16094], [5.52652, 1.86483, -1.22659], [4.76834, 2.09761, 0.34704], [4.66862, -0.48339, -1.29436], [3.82956, -0.22770, 0.22546], [3.35192, 1.28814, -2.37569], [2.37512, -0.05743, -1.79445], [1.41089, 2.24907, -1.48597], [2.66302, 2.58812, -0.28717], [1.91283, 0.52866, 1.35488], [2.56911, 1.15904, 1.67325], [0.87168, 2.89126, 1.57247], [-1.01490, 2.37318, -0.75115], [-0.04618, 3.80750, -0.41585], [-1.49128, 4.12997, 1.68902], [-2.25247, 4.43441, 0.12867], [-3.77033, 3.14287, 1.57565], [-3.29615, 2.18600, 0.17066]], "forces_ev_per_angstrom": [[0.1, 0.2, 0.0], [0.0, -0.1, 0.1], [0.0, -0.1, -0.1], [-0.1, 0.2, 0.2], [-0.1, -0.2, -0.3], [0.0, 0.0, 0.1], [-0.2, 0.8, -0.3], [0.0, -0.1, 0.2], [0.0, 0.0, -0.3], [0.1, -0.6, 0.3], [0.1, 0.8, 0.5], [0.2, -0.1, -0.3], [0.0, -0.1, -0.2], [0.0, 0.0, -0.1], [0.0, 0.1, 0.2], [0.1, 0.0, -0.1], [0.0, -0.2, -0.1], [-0.4, -0.1, 0.2], [0.0, -0.1, -0.1], [0.0, 0.0, 0.0], [-0.1, -0.1, 0.0], [-0.1, 0.0, 0.0], [0.1, 0.2, 0.0], [0.1, 0.0, 0.0], [0.0, -0.1, 0.0], [-0.1, 0.0, 0.0], [-0.1, 0.1, 0.0], [0.1, 0.1, -0.1], [-0.1, -0.1, -0.2], [0.0, -0.4, 0.0], [0.0, 0.0, 0.2], [0.0, 0.1, -0.1], [-0.1, -0.3, 0.0], [0.1, 0.0, 0.1], [0.1, 0.1, -0.1], [0.0, 0.1, 0.1], [0.0, -0.1, 0.0], [0.1, -0.1, -0.1], [0.0, 0.0, -0.1], [0.0, 0.0, -0.1], [0.0, 0.1, 0.1], [-0.1, 0.1, 0.1], [0.2, -0.1, 0.2], [-0.1, -0.1, 0.0], [0.0, -0.1, 0.0], [0.0, 0.1, -0.1], [0.0, 0.0, -0.1], [0.0, 0.1, 0.0], [0.0, 0.1, 0.1], [-0.1, 0.0, 0.1], [-0.1, -0.1, -0.1]]}

=====

{"formula": "C32H29BrFN8O10", "method": "the ωB97M-V functional and the def2-TZVPD basis", "charge": 1, "e_lumo_ha": -0.1553, "homo_lumo_gap_ev": 7.189, "elements": ["C", "C", "N", "F", "C", "N", "C", "C", "C", "O", "C", "C", "O", "N", "Br", "N", "H", "H", "H", "H", "H", "H", "H", "H", "H", "C", "C", "C", "C", "C", "C", "N", "O", "O", "H", "H", "H", "H", "H", "C", "C", "C", "C", "C", "C", "N", "O", "O", "H", "H", "H", "H", "H", "C", "C", "C", "C", "C", "C", "N", "O", "O", "H", "H", "H", "H", "H", "C", "C", "C", "C", "C", "C", "N", "O", "O", "H", "H", "H", "H", "H"], "positions_angstrom": [[5.99552, -1.61717, 2.39796], [4.68079, -1.89551, 2.88046], [3.34530, -1.61407, 3.60088], [3.27433, -1.60569, 4.97072], [2.22174, -1.35528, 2.85331], [0.97353, -1.04538, 3.65459], [0.00618, -0.77588, 2.51918], [-1.49507, -0.34140, 3.01433], [-1.37512, 1.26234, 3.47333], [-0.52035, 1.97112, 2.46358], [0.14310, 3.12393, 3.15701], [1.80831, 3.26893, 3.16647], [-0.55618, 4.07113, 3.83760], [0.61857, -0.96134, 1.14579], [-0.30841, -0.76233, -0.48271], [1.97058, -1.31383, 1.36214], [6.98332, -1.38019, 1.77089], [-1.75046, -1.01464, 3.95226], [-2.32139, -0.36689, 2.18460], [-0.81661, 1.30501, 4.52729], [-2.44837, 1.75585, 3.56240], [2.10655, 4.37141, 2.90866], [2.29513, 2.58540, 2.31882], [2.27416, 2.91882, 4.18337], [2.69490, -1.50778, 0.60806], [0.79212, 9.74703, 2.19415], [2.12593, 10.13530, 2.05878], [3.12508, 9.46603, 2.76812], [2.77615, 8.40148, 3.61059], [1.43708, 8.01458, 3.75428], [0.44634, 8.69330, 3.04192], [3.82459, 7.67749, 4.33935], [4.99527, 8.06212, 4.20046], [3.47989, 6.72100, 5.04811], [0.01718, 10.26825, 1.63468], [2.38736, 10.95846, 1.39726], [4.15987, 9.78068, 2.65168], [1.15167, 7.19339, 4.40845], [-0.59571, 8.39854, 3.14435], [-1.19263, -7.10144, 3.58904], [-1.54663, -6.46424, 4.77933], [-2.38796, -5.35028, 4.75341], [-2.87489, -4.88355, 3.52466], [-2.51492, -5.51666, 2.32756], [-1.67060, -6.62811, 2.36589], [-3.78009, -3.72853, 3.49293], [-4.05981, -3.18420, 4.57143], [-4.21592, -3.36653, 2.39063], [-0.54088, -7.97309, 3.61478], [-1.16887, -6.83815, 5.72856], [-2.65457, -4.86490, 5.68972], [-2.88157, -5.16199, 1.36655], [-1.38781, -7.12836, 1.44229], [-0.29484, 1.60421, -7.00423], [-1.46405, 2.18624, -6.51196], [-2.07282, 1.67194, -5.36553], [-1.49699, 0.57229, -4.71442], [-0.32751, -0.01877, -5.21085], [0.27064, 0.50261, -6.35978], [-2.11805, 0.04296, -3.49436], [-3.16230, 0.58129, -3.09756], [-1.56076, -0.90870, -2.92883], [0.17931, 2.01225, -7.89523], [-1.89959, 3.04363, -7.02062], [-2.98361, 2.13686, -4.99450], [0.12732, -0.87567, -4.71831], [1.18036, 0.05271, -6.75126], [-1.27216, -6.23473, -5.12144], [-0.85141, -5.02015, -4.57746], [-0.51078, -3.95788, -5.41706], [-0.59996, -4.12219, -6.80624], [-1.01467, -5.34290, -7.35520], [-1.34999, -6.39894, -6.50549], [-0.26770, -3.00117, -7.69359], [0.11329, -1.94356, -7.17012], [-0.39109, -3.17491, -8.91450], [-1.54210, -7.05831, -4.46263], [-0.79189, -4.90035, -3.49780], [-0.18478, -3.01772, -4.97754], [-1.08368, -5.48576, -8.43157], [-1.67596, -7.34952, -6.92187]], "forces_ev_per_angstrom": [[-9.3, -1.3, 2.9], [7.3, 3.4, -1.9], [3.6, -0.8, -4.2], [0.0, 0.0, -1.4], [-5.0, 1.1, 0.2], [0.8, 0.0, -8.3], [2.8, -1.1, 0.9], [0.7, 1.1, -0.6], [0.0, -0.5, 1.1], [1.0, 1.8, 3.2], [-2.6, 4.6, 3.4], [-0.2, -0.9, -1.4], [4.3, -6.8, -4.7], [-1.5, 0.6, 5.9], [0.7, -0.3, 0.5], [1.6, -0.3, 3.8], [-2.7, -1.1, 1.7], [0.5, 1.4, -2.1], [1.8, -0.4, 1.5], [-1.4, -0.1, -2.3], [2.4, -1.1, -0.3], [-0.9, -2.1, 0.8], [-1.2, 1.4, 1.8], [-1.3, 0.8, -1.8], [-1.6, 0.4, 1.3], [0.1, -0.1, 0.1], [-0.1, -0.3, 0.2], [0.0, -0.1, 0.0], [-0.7, 0.5, -0.5], [0.0, 0.0, 0.0], [0.4, 0.1, -0.1], [1.1, -0.5, 0.6], [-1.8, -0.6, 0.2], [0.5, 1.2, -1.0], [0.2, -0.1, 0.1], [0.0, -0.2, 0.2], [-0.2, -0.2, 0.2], [0.3, 0.2, -0.1], [0.2, 0.0, 0.0], [-0.1, 0.1, 0.0], [-0.1, 0.2, -0.3], [0.0, 0.0, -0.1], [0.6, -0.8, 0.1], [0.0, 0.0, 0.0], [-0.1, 0.2, 0.3], [-0.9, 1.0, 0.0], [0.5, -0.7, -1.6], [0.7, -0.4, 1.6], [-0.1, 0.2, 0.0], [-0.1, 0.1, -0.2], [-0.1, 0.0, -0.3], [-0.1, 0.0, 0.4], [-0.1, 0.1, 0.2], [0.0, -0.1, 0.2], [0.0, -0.3, 0.3], [0.0, 0.1, -0.1], [0.4, 0.2, -0.7], [0.0, 0.2, 0.1], [-0.2, 0.5, 0.3], [-1.3, 0.8, 0.3], [2.0, -1.2, -0.5], [-0.3, 0.6, 0.0], [-0.1, -0.1, 0.2], [0.0, -0.2, 0.2], [0.2, -0.2, 0.0], [-0.3, 0.3, 0.0], [-0.3, 0.1, 0.2], [0.0, 0.1, -0.1], [0.0, 0.0, -0.4], [0.0, -0.1, -0.1], [-0.3, -0.7, 0.6], [0.0, 0.1, 0.0], [0.1, 0.4, 0.2], [0.2, 0.6, -1.2], [-0.5, -1.8, -0.9], [0.2, 0.4, 2.0], [0.1, 0.2, -0.1], [0.0, 0.0, -0.2], [-0.1, -0.2, -0.3], [0.1, 0.2, 0.3], [0.1, 0.2, 0.0]]}